(1)
The following is a quantum chemistry calculation of one molecule with the formula C4H6N2O in a non-equilibrium geometry, from the Open Molecules 2025 dataset.

Values from the calculation:
- LUMO: 1.0196 eV
- E_HOMO: -8.289 eV

```
! RIJCOSX wB97M-V def2-TZVPD def2/J DEFGRID3
* xyz 0 1
C 1.932 1.258 -0.309
O 0.570 1.331 -0.805
C -0.221 0.262 -0.532
N 0.262 -0.903 -0.426
N -0.321 -1.815 0.301
C -2.136 -0.964 0.698
C -1.874 0.250 0.336
H 2.377 2.252 -0.428
H 1.935 0.982 0.751
H 2.528 0.528 -0.870
H -0.108 -2.705 -0.190
H -2.740 -1.757 1.135
H -2.203 1.280 0.338
*
```

=====

(2)
The following is a quantum chemistry calculation of one molecule with the formula C4H6N2O in a non-equilibrium geometry, from the Open Molecules 2025 dataset.

Values from the calculation:
- LUMO: 0.4933 eV
- E_HOMO: -7.506 eV

```
! RIJCOSX wB97M-V def2-TZVPD def2/J DEFGRID3
* xyz 0 1
N -2.119 -0.418 0.169
C -0.791 -0.055 -0.107
C -0.085 1.228 -0.158
C 1.365 1.029 0.180
C 1.409 -0.327 0.130
O 2.482 -1.160 0.198
N 0.171 -0.958 -0.066
H -2.827 0.024 -0.407
H -2.268 -0.096 1.125
H -0.615 2.165 0.018
H -0.012 1.030 -1.266
H 3.199 -0.523 0.336
H 0.012 -1.952 -0.181
*
```

=====

Computed values of energy relative to the best compared isomer or geometry (same formula, charge and spin) (unit: kcal/mol) for the preceding records, in sequence: 137.8 102.3.